This record from the Open Molecules 2025 dataset describes 2 unconnected molecules or ions with the total composition C3H11N2. The level of theory is the ωB97M-V functional and the def2-TZVPD basis.

Structure (XYZ):
```
16
Properties=species:S:1:pos:R:3:lowdin_charge:R:1
C 1.00828 -1.40736 -1.31904 -0.129
N 1.82076 -0.36006 -1.68907 -0.039
H 0.78460 -1.45946 -0.27182 0.014
H 0.71108 -2.13200 -2.04902 0.024
H 2.15459 -0.20757 -2.62168 0.067
H 2.16934 0.30926 -1.02656 0.057
C -1.80860 -0.26185 0.83582 -0.167
N -0.82937 0.59372 0.20685 -0.198
C 0.12681 1.18189 1.12923 -0.157
H -1.29102 -1.11459 1.30403 0.070
H -2.30327 0.12381 1.74611 0.072
H -2.50592 -0.65496 0.10460 0.074
H -1.30352 1.33744 -0.28919 0.099
H 0.73117 0.42642 1.62529 0.075
H -0.31187 1.91184 1.81574 0.074
H 0.84694 1.71349 0.49872 0.065
```

Computed properties:
DFT total energy = -6267.06949 eV
Strongest force on any atom = 1.48 eV/Å
Highest occupied orbital energy (spin up / spin down) = -5.61 / -8.64 eV
ΔE to the lowest compared entry with this formula, charge and spin = 0.611 eV
Expectation value of S² = 0.753
Net charge = 0
Multiplicity = 2
Kohn-Sham gap (spin up / spin down) = 6.72 / 9.73 eV


This record from the Open Molecules 2025 dataset describes C6H12 in the gas phase. The level of theory is the ωB97M-V functional and the def2-TZVPD basis.

Structure (XYZ):
```
18
Properties=species:S:1:pos:R:3:lowdin_charge:R:1
C -1.92844 0.46883 0.72211 -0.117
C -1.33792 -0.92473 0.51033 -0.262
C 0.19503 -0.94970 0.48806 -0.202
C 0.80881 -0.30153 -0.73474 -0.316
C 2.18620 0.29378 -0.67047 -0.130
C 0.98924 1.18883 -0.82340 -0.140
H -1.63505 1.15677 -0.07654 0.061
H -1.58199 0.89604 1.67122 0.075
H -3.02248 0.44030 0.75027 0.067
H -1.68983 -1.59048 1.30905 0.102
H -1.71783 -1.34929 -0.42928 0.106
H 0.53888 -1.99166 0.53912 0.112
H 0.58137 -0.45619 1.39234 0.117
H 0.55693 -0.79802 -1.67180 0.136
H 2.69065 0.29133 0.29281 0.100
H 2.84981 0.16653 -1.52057 0.095
H 0.82515 1.67231 -1.78267 0.098
H 0.69148 1.78689 0.03416 0.097
```

Computed properties:
DFT total energy = -6415.91598 eV
Strongest force on any atom = 0.21 eV/Å
Highest occupied orbital energy = -10.11 eV
ΔE to the lowest compared entry with this formula, charge and spin = 1.025 eV
Net charge = 0
SMILES = CCCC1CC1
Kohn-Sham gap = 11.41 eV


This record from the Open Molecules 2025 dataset describes 2 unconnected molecules or ions with the total composition C3H9N. The level of theory is the ωB97M-V functional and the def2-TZVPD basis.

Structure (XYZ):
```
13
Properties=species:S:1:pos:R:3:lowdin_charge:R:1
C 0.37039 3.95067 -0.84292 -0.061
C 0.46325 4.10069 -2.12590 -0.335
N 0.26368 3.06991 -3.07026 0.004
H -0.14771 3.04154 -0.35598 0.081
H 0.56371 4.79245 -0.14479 0.051
H 0.77792 4.96899 -2.66549 0.094
H -0.25044 2.27363 -2.76332 0.057
H -0.07348 3.36648 -4.03894 0.110
C -0.42021 -5.85288 3.23565 -0.048
H -0.79696 -6.17006 4.22347 0.029
H 0.62035 -5.52069 3.15585 0.021
H -1.15194 -5.28347 2.81392 -0.032
H -0.21855 -6.73727 2.57870 0.030
```

Computed properties:
DFT total energy = -4745.65556 eV
Strongest force on any atom = 3.99 eV/Å
Highest occupied orbital energy = -8.46 eV
ΔE to the lowest compared entry with this formula, charge and spin = 1.454 eV
Net charge = 0
SMILES = C=CN.C
Kohn-Sham gap = 9.68 eV


This record from the Open Molecules 2025 dataset describes C15H18N2O5S in the gas phase. The level of theory is the ωB97M-V functional and the def2-TZVPD basis.

Structure (XYZ):
```
41
Properties=species:S:1:pos:R:3:lowdin_charge:R:1
C 0.28705 -2.06082 1.90230 -0.047
C 0.44734 -1.37672 0.54054 -0.187
N -0.78939 -1.34249 -0.21751 -0.009
C -1.72006 -0.37197 -0.08765 -0.443
O -2.77712 -0.39369 -0.68686 0.080
C -1.45977 0.75749 0.92166 -0.009
N -0.46424 1.70985 0.48718 0.053
C 0.07887 1.81310 -0.77276 -0.452
O -0.08857 1.06643 -1.69788 0.138
O 0.89378 2.89882 -0.80729 0.176
C 0.85441 3.49516 0.42178 -0.176
C 1.51101 4.62312 0.86112 0.011
C 1.28107 5.00556 2.17616 -0.084
C 0.43001 4.28633 3.00401 -0.086
C -0.23116 3.15076 2.55933 -0.004
C -0.00320 2.76576 1.25254 -0.144
C -1.11038 -2.35337 -1.22919 -0.293
C -0.90997 -1.79390 -2.65462 -0.160
C 0.57062 -1.73646 -2.94668 -0.191
S 1.18226 -3.27969 -2.20291 0.691
O 2.33641 -3.04240 -1.37010 -0.335
O 1.30454 -4.31420 -3.19175 -0.318
C -0.28849 -3.61966 -1.15136 -0.138
H 1.23713 -2.03358 2.42884 0.083
H -0.01070 -3.09981 1.79171 0.067
H -0.46418 -1.56835 2.51578 0.065
H 0.80753 -0.35777 0.69039 0.121
H 1.21080 -1.89914 -0.03621 0.085
H -2.41933 1.27591 1.04077 0.147
H -1.15661 0.35362 1.89126 0.120
H 2.16763 5.17543 0.21045 0.121
H 1.77545 5.88354 2.56072 0.104
H 0.27622 4.61778 4.01918 0.104
H -0.89465 2.59801 3.20445 0.111
H -2.17875 -2.56966 -1.09812 0.154
H -1.36055 -0.80504 -2.72235 0.110
H -1.40768 -2.46173 -3.35892 0.131
H 1.04771 -0.89336 -2.45838 0.089
H 0.80434 -1.75082 -4.00458 0.110
H -0.80929 -4.44655 -1.62435 0.113
H 0.03991 -3.90551 -0.16070 0.092
```

Computed properties:
DFT total energy = -39900.68388 eV
Strongest force on any atom = 0.95 eV/Å
Highest occupied orbital energy = -8.96 eV
ΔE to the lowest compared entry with this formula, charge and spin = 0.948 eV
Net charge = 0
SMILES = CCN(C(=O)Cn1c(=O)oc2ccccc21)[C@H]1CCS(=O)(=O)C1
Kohn-Sham gap = 9.44 eV


This record from the Open Molecules 2025 dataset describes C2H3NS2 in the gas phase. The level of theory is the ωB97M-V functional and the def2-TZVPD basis.

Structure (XYZ):
```
8
Properties=species:S:1:pos:R:3:lowdin_charge:R:1
C -0.09558 -0.60199 0.51570 -0.383
C -0.63591 0.33640 -0.49604 -0.570
N 1.11593 -0.94786 0.61394 -0.552
S -0.37072 1.98764 0.32642 0.585
S 2.39453 -0.78303 -0.17279 0.715
H -0.63602 -0.64059 1.33538 0.053
H -0.05340 0.50546 -1.48644 0.081
H -1.71884 0.14396 -0.63617 0.070
```

Computed properties:
DFT total energy = -25279.53737 eV
Strongest force on any atom = 4.94 eV/Å
Highest occupied orbital energy (spin up / spin down) = -8.88 / -8.64 eV
ΔE to the lowest compared entry with this formula, charge and spin = 3.033 eV
Net charge = 0
Kohn-Sham gap (spin up / spin down) = 6.57 / 7.33 eV


This record from the Open Molecules 2025 dataset describes 3 unconnected molecules or ions with the total composition C5H15NS2. The level of theory is the ωB97M-V functional and the def2-TZVPD basis.

Structure (XYZ):
```
23
Properties=species:S:1:pos:R:3:lowdin_charge:R:1
C 2.61882 -0.77776 -0.27778 -0.367
C 2.15174 -0.28197 -1.64074 -0.617
S 3.58267 0.10284 -2.71792 0.734
N 1.55668 -1.06758 0.69552 0.028
H 3.38344 -0.10716 0.13138 0.111
H 3.23951 -1.67018 -0.42683 0.119
H 1.65096 0.68498 -1.52137 -0.025
H 1.50293 -0.98818 -2.15882 0.078
H 2.91117 0.35626 -3.84494 -0.140
H 1.15194 -1.94570 0.37468 0.088
H 0.82497 -0.36898 0.57309 -0.054
H 0.81953 1.35087 0.14679 0.280
C -2.80488 -0.74994 1.04705 -0.112
C -2.20547 0.53584 1.61693 -0.299
C -1.96059 1.61847 0.55285 -0.522
S -0.93572 0.98410 -0.77432 1.032
H -3.78575 -0.62293 0.57890 0.090
H -2.98871 -1.46056 1.85336 0.091
H -2.13019 -1.16766 0.28807 0.052
H -2.84868 0.89334 2.41885 0.125
H -1.22782 0.27238 2.05105 0.108
H -1.56597 2.55626 0.94448 0.095
H -2.94058 1.85325 0.08972 0.104
```

Computed properties:
DFT total energy = -28576.97122 eV
Strongest force on any atom = 3.87 eV/Å
Highest occupied orbital energy (spin up / spin down) = -12.17 / -12.18 eV
ΔE to the lowest compared entry with this formula, charge and spin = 2.599 eV
Expectation value of S² = 0.785
Net charge = +1
Multiplicity = 2
Kohn-Sham gap (spin up / spin down) = 5.22 / 3.42 eV


Question: The lowest ΔE to the lowest compared entry with this formula, charge and spin belongs to which entry?
Answer: C3H11N2


Question: Look up the net charge of the fourth one.
Answer: 0


Question: DFT total energy of number 4 (C15H18N2O5S)?
Answer: -39900.68388 eV


Repeat the first record exactly.
This record from the Open Molecules 2025 dataset describes 2 unconnected molecules or ions with the total composition C3H11N2. The level of theory is the ωB97M-V functional and the def2-TZVPD basis.

Structure (XYZ):
```
16
Properties=species:S:1:pos:R:3:lowdin_charge:R:1
C 1.00828 -1.40736 -1.31904 -0.129
N 1.82076 -0.36006 -1.68907 -0.039
H 0.78460 -1.45946 -0.27182 0.014
H 0.71108 -2.13200 -2.04902 0.024
H 2.15459 -0.20757 -2.62168 0.067
H 2.16934 0.30926 -1.02656 0.057
C -1.80860 -0.26185 0.83582 -0.167
N -0.82937 0.59372 0.20685 -0.198
C 0.12681 1.18189 1.12923 -0.157
H -1.29102 -1.11459 1.30403 0.070
H -2.30327 0.12381 1.74611 0.072
H -2.50592 -0.65496 0.10460 0.074
H -1.30352 1.33744 -0.28919 0.099
H 0.73117 0.42642 1.62529 0.075
H -0.31187 1.91184 1.81574 0.074
H 0.84694 1.71349 0.49872 0.065
```

Computed properties:
DFT total energy = -6267.06949 eV
Strongest force on any atom = 1.48 eV/Å
Highest occupied orbital energy (spin up / spin down) = -5.61 / -8.64 eV
ΔE to the lowest compared entry with this formula, charge and spin = 0.611 eV
Expectation value of S² = 0.753
Net charge = 0
Multiplicity = 2
Kohn-Sham gap (spin up / spin down) = 6.72 / 9.73 eV